(1)
{
  "formula": "C33H37BrN6O3S8SbSc",
  "method": "ωB97M-V/def2-TZVPD",
  "species": ["Sc", "S", "C", "S", "C", "C", "N", "C", "N", "S", "C", "S", "C", "C", "S", "S", "S", "Br", "C", "C", "C", "C", "C", "N", "H", "H", "H", "H", "C", "C", "C", "C", "Sb", "C", "C", "C", "C", "C", "C", "C", "C", "H", "H", "H", "H", "H", "H", "H", "H", "H", "H", "H", "H", "H", "H", "H", "H", "H", "H", "H", "H", "H", "H", "H", "H", "H", "H", "H", "O", "S", "O", "O", "C", "N", "C", "C", "C", "N", "C", "C", "C", "N", "C", "C", "H", "H", "H", "H", "H", "H"],
  "positions_angstrom": [[0.65982, -1.22973, -1.39303], [-1.80628, -1.27182, -2.37081], [-2.09686, -1.57451, -0.64374], [-0.86027, -1.36643, 0.55287], [-3.43491, -1.75859, -0.20245], [-4.21826, -2.78451, -0.74821], [-4.81543, -3.61828, -1.36210], [-3.87753, -1.17744, 0.98317], [-4.35579, -0.63957, 1.91359], [5.51296, 3.86316, -3.26087], [4.49670, 2.73193, -2.65144], [4.01170, 1.48192, -3.70418], [2.86341, 0.61710, -2.71586], [2.82693, 1.06581, -1.37289], [2.14181, 0.19669, -0.03154], [3.55177, 2.66482, -1.09536], [1.81615, -0.51086, -3.53965], [1.83753, -2.99581, 4.02429], [2.12169, -1.80243, 5.45073], [1.80441, -2.07124, 6.82542], [1.82072, -1.05362, 7.77617], [2.16291, 0.21585, 7.33878], [2.59513, 0.39027, 6.04273], [2.46963, -0.60110, 5.11283], [1.58082, -3.15406, 7.11276], [1.61697, -1.24365, 8.82115], [2.18624, 1.05469, 8.09367], [2.77909, 1.36748, 5.59666], [-4.64148, 4.67548, 0.82303], [-4.01106, 3.35444, 0.51369], [-3.14787, 2.67925, 1.61239], [-4.86119, 2.34935, -0.14506], [-2.21733, 3.87071, -1.08153], [-2.22598, 3.11157, -3.33044], [-3.47065, 2.28613, -3.44473], [-2.31133, 4.42448, -4.08184], [-0.90467, 2.34907, -3.29130], [-0.70423, 5.45097, -0.38338], [-0.54551, 5.12158, 1.11020], [0.55608, 5.21739, -1.15186], [-1.47216, 6.77931, -0.60923], [-5.58868, 4.51798, 1.37743], [-4.78131, 5.33662, -0.02293], [-3.95244, 5.25250, 1.42463], [-3.81537, 2.02406, 2.12077], [-2.70801, 3.41747, 2.30635], [-2.37577, 2.01053, 1.19166], [-5.83226, 2.20661, 0.35294], [-4.28911, 1.45480, -0.26658], [-5.19496, 2.62869, -1.15346], [-4.40625, 2.74026, -3.02437], [-3.37521, 1.36102, -2.89804], [-3.64183, 1.99095, -4.49026], [-3.19218, 4.94073, -3.70671], [-2.39886, 4.27525, -5.18682], [-1.44443, 5.09810, -3.74241], [-0.86316, 1.62814, -2.49445], [-0.01233, 3.00918, -3.24578], [-0.73210, 1.69087, -4.18461], [-0.17147, 4.13521, 1.30204], [-1.43063, 5.32931, 1.65870], [0.18143, 5.80450, 1.56465], [0.89825, 4.18109, -1.04173], [1.31280, 5.91327, -0.79157], [0.41303, 5.41190, -2.24608], [-2.44139, 6.90017, -0.21844], [-1.50982, 7.01657, -1.65786], [-0.87412, 7.61955, -0.18614], [6.46389, -9.64187, -0.43701], [6.29281, -8.52506, 0.52134], [6.89103, -7.33785, -0.06612], [6.23610, -8.66489, 1.94577], [4.49843, -8.33775, 0.37251], [3.72746, -9.28929, 0.81479], [2.44143, -9.26349, 0.45156], [1.86247, -8.12094, -0.15588], [2.75913, -7.08659, -0.36807], [4.04885, -7.18029, -0.15452], [2.32365, -5.81421, -0.91176], [3.20272, -4.72789, -0.99013], [2.80410, -3.50325, -1.35536], [1.46750, -3.25198, -1.59470], [0.59621, -4.24539, -1.70621], [1.00389, -5.49783, -1.25532], [1.85684, -10.18053, 0.65530], [0.82360, -7.90878, -0.13291], [4.27688, -4.86678, -0.73859], [3.39705, -2.63029, -1.44572], [-0.39982, -4.01810, -2.05986], [0.21826, -6.26809, -1.22267]],
  "forces_ev_per_a": [[-0.617, 0.330, -0.828], [0.837, -0.880, 1.324], [-0.404, 0.954, -0.530], [-0.418, 0.001, -0.149], [0.990, -0.676, -0.048], [-2.481, -2.526, -3.525], [1.975, 2.636, 2.431], [-1.301, 1.245, 2.881], [1.000, -1.036, -1.743], [0.371, 0.561, 0.548], [-1.434, -0.216, 0.679], [-0.298, -0.226, -0.178], [0.078, 1.408, 2.300], [0.242, -0.519, -2.620], [-0.203, 0.318, -0.008], [1.381, -0.670, -1.281], [0.247, -0.192, 0.520], [0.063, -0.355, 0.239], [-0.750, 0.878, 2.155], [-0.107, -2.311, -0.200], [0.200, -0.848, -1.162], [0.797, 1.432, 1.330], [-1.551, -0.660, -1.157], [0.951, 1.317, -0.053], [0.202, 1.733, -0.354], [-0.175, -0.110, -0.090], [-0.026, -0.884, -1.123], [0.386, -0.191, 0.377], [-0.236, 0.242, 0.757], [2.614, 0.799, -0.949], [-0.164, 0.839, -0.566], [-1.177, 0.210, -1.467], [0.514, -2.156, 0.879], [0.158, 1.312, 2.127], [-0.924, -0.378, 0.137], [1.033, 0.663, 0.133], [0.474, -0.231, -1.766], [-2.936, -0.476, 0.393], [0.888, 1.080, -0.754], [-0.186, 0.290, -1.157], [3.149, 0.751, -0.051], [0.222, 0.258, -0.082], [-0.545, -0.363, -0.381], [0.090, 0.145, 0.618], [-0.620, -0.547, 0.966], [-0.088, -0.403, -0.326], [-0.296, 0.560, 0.109], [0.438, -0.344, 0.554], [-0.064, -0.937, 0.116], [0.237, 0.230, 0.155], [0.935, 0.049, -0.736], [0.220, -0.454, 0.231], [-0.048, 0.148, -0.015], [-0.171, 0.040, -0.420], [0.392, 0.268, 0.527], [-1.007, -0.917, -1.115], [-0.098, 0.013, 0.575], [-0.616, -0.249, 0.157], [-0.361, 0.652, 0.137], [-0.069, -0.659, -0.058], [-1.072, -0.187, 0.420], [0.294, 0.216, -0.183], [0.018, 0.305, 0.076], [0.374, 0.030, 0.029], [0.162, -0.131, 0.799], [-1.193, -0.504, 0.686], [-0.161, -0.113, -0.629], [-0.078, -0.144, 0.057], [0.407, -0.061, 1.956], [-1.893, 0.154, -3.598], [0.174, 0.110, 1.164], [1.811, -0.732, 1.326], [0.276, 2.409, -0.786], [-1.252, -1.921, -0.605], [-0.342, 0.724, 0.019], [1.335, -1.028, 1.453], [-0.294, -0.469, -0.173], [0.839, -0.901, -0.112], [-1.428, 2.494, -0.015], [2.620, -1.381, 0.422], [-3.192, 0.815, -0.157], [0.872, 0.539, -0.923], [1.378, -0.524, 1.311], [-0.999, -1.584, -0.618], [0.240, 0.724, 0.126], [-0.827, -0.425, -0.551], [-0.929, -0.143, -0.240], [0.799, 0.488, 0.174], [-0.167, -0.006, 0.221], [0.514, 0.299, -0.114]],
  "fmax_ev_per_a": 5.0,
  "charge": -2,
  "homo_ev": [-2.395, -2.407]
}

(2)
{
  "formula": "C33H37CaN7O7P2",
  "method": "ωB97M-V/def2-TZVPD",
  "species": ["Ca", "C", "C", "C", "C", "C", "C", "C", "C", "C", "H", "H", "H", "H", "H", "H", "H", "H", "H", "H", "H", "H", "H", "H", "H", "P", "P", "N", "N", "N", "N", "C", "C", "C", "C", "C", "C", "C", "C", "C", "C", "C", "C", "C", "C", "C", "C", "C", "C", "H", "H", "H", "H", "H", "H", "H", "H", "H", "H", "H", "H", "H", "H", "H", "H", "H", "H", "H", "H", "O", "N", "O", "C", "C", "C", "C", "O", "C", "C", "N", "O", "O", "N", "O", "O", "H", "H"],
  "positions_angstrom": [[-0.81692, -2.20884, 0.33944], [-1.05129, 2.68682, -1.04966], [-1.55203, 2.04945, -2.11632], [-0.85977, 1.63194, -3.37625], [0.22333, 0.53534, -3.29728], [1.55199, 0.97858, -2.74462], [1.88321, 2.13008, -2.14997], [1.13029, 3.43538, -2.14327], [0.12956, 3.58183, -0.97659], [1.17013, -3.02634, 1.18571], [-1.56415, 2.53183, -0.07689], [-2.56418, 1.62866, -2.03745], [-0.43305, 2.47602, -3.93137], [-1.69144, 1.21249, -3.97255], [-0.20408, -0.35288, -2.77805], [0.46474, 0.22150, -4.32584], [2.35313, 0.24521, -2.90993], [2.90708, 2.26231, -1.71894], [0.62517, 3.68551, -3.09041], [1.87879, 4.23916, -2.02222], [0.58774, 3.39022, 0.01474], [-0.17243, 4.64239, -0.95233], [1.31651, -2.56082, 2.17355], [1.93830, -2.58600, 0.52518], [1.43820, -4.07835, 1.33062], [1.33917, -1.22765, -7.62115], [-2.04815, -0.66848, -7.47860], [2.72653, -0.13670, -7.74814], [2.08154, -2.40542, -8.70483], [-2.25224, 1.09105, -7.64207], [-3.63196, -1.06222, -8.10140], [0.35281, -0.35757, -8.96093], [-1.09966, -0.86325, -9.06961], [3.43249, 0.37560, -6.65330], [4.46426, 1.17915, -7.13240], [4.36539, 1.19540, -8.56126], [3.27411, 0.41217, -8.91022], [2.28742, -3.72200, -8.27378], [2.73210, -4.47964, -9.35345], [2.78782, -3.60756, -10.49312], [2.38201, -2.34643, -10.06594], [-1.99252, 1.90772, -6.53667], [-1.98056, 3.23473, -6.93830], [-2.21972, 3.24432, -8.34623], [-2.32624, 1.92684, -8.75675], [-4.44864, -0.37842, -9.01074], [-5.53574, -1.18119, -9.32849], [-5.37117, -2.42241, -8.62382], [-4.19043, -2.34049, -7.90292], [0.80576, -0.42760, -9.96084], [0.40673, 0.70535, -8.67273], [-1.58146, -0.34774, -9.91603], [-1.12638, -1.94032, -9.29269], [3.11359, 0.15046, -5.64926], [5.19450, 1.71014, -6.53842], [4.99839, 1.72420, -9.26291], [2.80394, 0.26682, -9.86671], [2.04850, -3.99574, -7.25599], [2.96228, -5.53320, -9.34003], [3.04908, -3.86707, -11.51090], [2.23290, -1.45538, -10.64664], [-1.77005, 1.44020, -5.59283], [-1.76078, 4.08212, -6.29900], [-2.26354, 4.11698, -8.99488], [-2.43125, 1.51509, -9.75333], [-4.20396, 0.60984, -9.35295], [-6.34368, -0.90366, -9.98761], [-6.04771, -3.26342, -8.65281], [-3.68971, -3.05115, -7.26920], [-1.03749, -0.23030, 7.61292], [-0.38026, 0.38089, 6.73184], [0.39386, 1.33613, 6.99825], [-0.55196, -0.05644, 5.33734], [-1.37808, -1.16653, 5.07544], [-1.60822, -1.53101, 3.73790], [-1.32317, -0.59514, 2.67976], [-1.96954, -0.56038, 1.55581], [-0.21292, 0.24915, 2.95523], [0.07270, 0.62687, 4.27508], [0.57436, 0.64356, 1.77654], [1.13898, 1.74053, 1.77023], [0.64712, -0.20426, 0.80801], [-2.12846, -2.82123, 3.37461], [-2.73578, -3.49365, 4.21150], [-1.88387, -3.25955, 2.17337], [-1.87916, -1.74864, 5.84927], [0.75293, 1.46387, 4.44444]],
  "forces_ev_per_a": [[-0.148, 0.525, 0.340], [-0.926, -0.268, 0.237], [0.156, -0.567, 1.027], [-0.585, 0.055, -1.060], [-0.069, 0.585, -0.209], [0.336, -0.158, 0.570], [0.870, 0.203, -0.573], [-0.081, 0.734, 0.688], [0.780, -0.074, 0.291], [0.451, -0.363, -0.064], [-0.151, 0.575, -0.794], [0.490, -0.105, 0.371], [-0.328, -0.326, -0.085], [0.628, 0.192, 0.204], [0.504, 0.391, -0.119], [-0.436, -0.159, 0.084], [-0.295, 0.080, 0.576], [-0.833, -0.521, -0.581], [0.275, -0.299, 0.460], [-0.223, -0.332, -0.018], [0.236, 0.197, -0.609], [-0.281, -0.347, 0.062], [-0.042, 0.096, -0.089], [0.050, -0.086, 0.202], [-0.046, -0.007, -0.117], [1.910, 0.747, -2.586], [-0.980, 1.744, -1.900], [-0.121, 0.997, 0.711], [-0.623, -1.330, 0.223], [1.009, 0.349, 0.758], [-0.627, -1.082, -0.285], [-0.438, 0.106, 0.474], [0.341, -0.166, 0.138], [0.618, 0.373, -1.176], [-0.869, -0.620, 0.032], [-0.948, -0.598, 0.141], [0.614, 0.415, 0.951], [0.248, -0.009, -1.373], [-0.387, 0.930, 0.501], [-0.467, 0.817, 0.970], [0.040, -1.381, 0.162], [-0.112, 0.467, -0.896], [0.042, -0.957, 0.218], [0.206, -0.709, -0.108], [-0.027, 0.312, 0.301], [-0.522, -1.053, 0.220], [1.177, 0.104, 0.661], [0.777, 0.443, 0.162], [-0.698, 1.046, -0.633], [-0.033, -0.044, 0.615], [-0.331, -0.205, -0.085], [-0.094, -0.291, 0.470], [0.110, 0.147, -0.043], [0.120, -0.111, 0.033], [-0.125, -0.107, 0.001], [-0.116, -0.049, 0.173], [0.289, -0.038, 0.091], [0.160, 0.005, -0.091], [0.015, 0.058, 0.056], [0.048, 0.046, 0.204], [0.171, -0.145, 0.009], [-0.203, 0.215, -0.285], [-0.173, -0.159, -0.144], [0.005, -0.334, 0.199], [-0.058, 0.250, 0.258], [-0.133, -0.041, 0.154], [0.040, -0.029, 0.060], [0.123, 0.019, 0.038], [-0.059, -0.052, 0.109], [1.415, 1.231, -2.124], [0.175, 0.652, 2.287], [-1.706, -2.203, -1.111], [-0.588, -0.093, -0.413], [0.028, -0.223, -0.684], [0.141, 0.904, 0.421], [-0.943, -0.821, -2.056], [1.458, -0.518, 1.811], [0.056, 0.189, 0.714], [0.235, 0.030, -0.737], [0.455, 0.294, -1.630], [-0.801, -2.177, 0.029], [-0.193, 2.544, 2.522], [-0.931, -1.775, -0.921], [1.266, 1.176, -1.690], [-0.850, 0.972, 3.148], [0.547, 0.150, 0.002], [-0.015, -0.437, 0.151]],
  "fmax_ev_per_a": 3.6,
  "homo_ev": [-7.962, -7.962]
}